Record 1
{"formula": "C25H20N7O8S2Ti", "method": "ωB97M-V with the def2-TZVPD basis set", "symbols": ["C", "H", "O", "H", "C", "C", "H", "N", "O", "C", "H", "N", "N", "Ti", "C", "H", "N", "N", "H", "C", "C", "O", "C", "C", "C", "C", "H", "H", "H", "H", "N", "C", "O", "C", "H", "C", "S", "N", "C", "C", "H", "H", "C", "H", "C", "O", "H", "H", "C", "O", "O", "O", "C", "H", "C", "C", "H", "H", "C", "C", "S", "C", "H"], "xyz": [[-1.469, -2.481, -1.129], [0.355, -2.460, 4.980], [1.859, -0.009, 1.475], [-0.288, 3.907, -1.069], [-2.219, -3.598, -1.512], [0.130, 2.936, -0.822], [4.134, -0.383, 2.553], [2.699, -2.919, 6.117], [-5.452, -4.442, -2.644], [3.344, 1.108, -2.743], [-3.848, -0.079, -1.594], [-1.443, 2.776, 0.828], [1.159, -0.788, -4.262], [0.266, 0.225, 0.243], [-1.458, 2.676, 2.132], [-2.091, 3.619, 4.903], [-0.056, -0.488, -3.794], [1.522, 1.077, -1.190], [-0.557, -2.982, -5.894], [-0.869, -1.339, -4.400], [3.540, -1.569, 4.225], [-0.868, -0.674, 1.808], [-4.128, -2.170, -1.927], [3.320, -0.855, 3.086], [-0.100, -2.671, -0.762], [-2.044, -1.171, -1.162], [4.536, -1.693, 4.626], [0.288, -3.698, -0.862], [-1.773, -4.584, -1.506], [-1.178, -1.668, 3.509], [-0.334, 2.255, 0.196], [-3.410, -1.067, -1.576], [-3.747, -5.703, -2.274], [2.970, 2.415, -3.174], [-1.925, -1.315, -4.181], [2.599, 0.505, -1.768], [-3.044, 3.240, 2.719], [-4.296, -4.614, -2.293], [1.177, -2.011, 4.436], [-2.914, 3.033, 4.502], [4.218, 0.612, -3.144], [-3.862, 3.391, 4.906], [1.176, 2.359, -1.572], [-2.763, 1.990, 4.767], [-3.525, -3.447, -1.899], [-1.389, -0.123, -0.873], [2.848, -0.486, -1.402], [2.048, -2.159, -5.615], [-0.167, -2.194, -5.274], [3.850, -3.016, 6.510], [0.676, -1.803, -0.354], [1.742, -3.412, 6.691], [2.008, -0.687, 2.545], [3.538, 2.921, -3.944], [2.457, -2.156, 4.905], [0.927, -1.294, 3.264], [1.944, -0.250, -3.922], [-5.161, -2.091, -2.233], [1.145, -1.800, -5.152], [1.902, 3.024, -2.583], [-0.231, 2.132, 3.178], [-0.445, -1.196, 2.836], [1.600, 4.025, -2.865]], "lowdin_charge": [-0.122, 0.127, -0.134, 0.123, 0.050, -0.096, 0.120, -0.368, 0.054, -0.127, 0.127, -0.119, -0.015, 1.068, -1.164, 0.010, 0.062, -0.024, 0.083, -0.171, 0.006, -0.072, 0.007, 0.022, -0.147, -0.334, 0.116, 0.140, 0.128, 0.142, -0.155, 0.024, 0.051, -0.098, 0.097, -0.168, 0.775, -0.367, 0.052, -0.490, 0.093, 0.016, -0.262, 0.012, -0.160, -0.102, 0.114, 0.105, -0.087, 0.049, -0.048, 0.052, -0.331, 0.092, -0.160, -0.119, 0.099, 0.117, -0.122, -0.040, 0.541, -0.183, 0.109], "e_above_lowest_kcal_mol": 0.0, "orbital_gap_ev": [4.91, 6.24], "s_squared": 2.02, "e_homo_ev": [-3.26, -4.59], "fmax_ev_per_a": 0.5, "energy_ev": -97845.639, "total_charge": -1, "mol_weight_g_mol": 658.48, "spin_multiplicity": 3}

=====

Record 2
{"formula": "C8H8BrClNOP", "method": "ωB97M-V with the def2-TZVPD basis set", "symbols": ["C", "Cl", "H", "C", "P", "H", "H", "H", "C", "H", "O", "C", "H", "Br", "C", "C", "H", "N", "C", "C", "H"], "xyz": [[3.162, -0.158, 0.999], [-2.225, 1.552, 1.529], [-3.852, -0.418, -0.180], [2.581, -1.020, 0.078], [-1.673, 1.810, -0.448], [-1.450, -1.487, -1.765], [4.130, -0.387, 1.420], [-3.720, -0.556, -1.966], [-1.984, -1.141, -0.896], [3.097, -1.923, -0.211], [-2.901, 1.101, -1.208], [-3.186, -0.306, -1.043], [0.705, 2.165, 1.168], [-1.713, -2.161, 0.626], [2.485, 0.991, 1.380], [1.352, -0.732, -0.469], [0.897, -1.395, -1.190], [-0.517, 0.700, -0.705], [1.234, 1.271, 0.869], [0.654, 0.428, -0.090], [2.924, 1.667, 2.101]], "lowdin_charge": [-0.069, 0.225, 0.096, -0.071, 0.511, 0.045, 0.106, 0.122, -0.646, 0.107, -0.433, -0.347, 0.090, 0.729, -0.072, -0.035, 0.104, -0.157, -0.032, -0.380, 0.108], "orbital_gap_ev": [7.90, 6.42], "s_squared": 2.04, "e_homo_ev": [-7.20, -8.91], "fmax_ev_per_a": 1.6, "energy_ev": -103815.138, "mol_weight_g_mol": 280.49, "spin_multiplicity": 3}